Here is a 4-piece molecular cluster, C6H17N2O3 overall from OMol25. Energies are from ωB97M-V/def2-TZVPD.

```
28
C6H17N2O3 | OMol25 | ωB97M-V/def2-TZVPD
C -0.560 -0.655 -2.455
C -1.547 0.380 -1.907
C -1.879 0.390 -0.359
C -1.019 -0.390 0.585
C -1.526 -1.081 1.635
N -0.419 -1.772 2.177
C 0.679 -1.423 1.547
N 0.316 -0.635 0.518
H -0.794 -0.986 -3.457
H 0.486 -0.355 -2.367
H -0.495 -1.485 -1.736
H -2.498 0.107 -2.359
H -1.266 1.390 -2.174
H -2.850 -0.097 -0.323
H -2.016 1.439 -0.102
H -2.526 -1.164 2.014
H -0.526 -2.019 3.140
H 1.699 -1.739 1.679
H 0.982 -0.189 -0.111
H 3.126 -1.821 -1.171
H 3.209 -0.281 -1.495
O 2.841 -0.951 -0.912
H 0.617 1.724 3.431
H -0.525 1.781 2.391
O 0.289 1.320 2.607
H 2.629 2.475 -0.690
H 1.781 3.119 0.416
O 1.792 2.920 -0.522
```

Properties
- net charge = +1
- gap between HOMO and LUMO (eV) = 10.7
- molecular weight (u) = 165.21
- energy above the lowest of the compared OMol25 structures with the same formula, charge and spin (kJ/mol) = 0.0
- E_LUMO (eV) = -2.7
- maximum force (Eh/bohr) = 0.0447